[1]
{
  "formula": "CH4O2PS",
  "method": "wB97M-V/def2-TZVPD",
  "elements": ["H", "S", "O", "H", "H", "O", "C", "H", "P"],
  "coordinates": [[0.379337, 1.387655, -1.101718], [1.952798, -2.621345, -0.500700], [0.864707, 0.230481, 1.534031], [-0.702246, 0.168024, -1.865356], [0.076857, 0.481988, 2.054618], [-1.123831, -1.123996, 0.914367], [-0.389132, 0.788782, -0.904402], [-1.147297, 1.289634, -0.449474], [0.088806, -0.601223, 0.318635]],
  "atomic_forces_ev_per_a": [[3.317, 2.360, -0.950], [-1.911, 2.345, 0.653], [-0.549, 0.170, -0.506], [0.397, 1.599, 1.919], [0.526, -0.046, 0.183], [-2.514, -0.956, 0.737], [-0.711, -6.336, -1.619], [-2.506, 1.334, 1.114], [3.952, -0.471, -1.534]],
  "nbo_charge": [0.2080, -0.8444, -1.0076, 0.2270, 0.4720, -1.1628, -0.9467, 0.2071, 1.8473],
  "homo_energy_ev": -3.46,
  "e_above_lowest_kj_mol": 349.9,
  "homo_lumo_gap_ev": 6.842,
  "total_charge": -1,
  "e_lumo_ev": 3.38
}

[2]
{
  "formula": "C3H4LiLuO3",
  "method": "wB97M-V/def2-TZVPD",
  "elements": ["O", "O", "C", "Li", "C", "C", "H", "H", "Lu", "H", "O", "H"],
  "coordinates": [[-2.593674, 0.292468, -1.636451], [1.225828, -1.083910, 0.012797], [0.122980, 0.833642, 1.096433], [2.767220, -1.910327, -0.331390], [-1.654468, 1.171876, -1.259281], [1.110277, -0.293271, 1.185760], [0.848254, -0.939722, 2.044710], [0.627655, 1.755694, 0.754827], [-0.501305, -1.198881, -1.129875], [-3.175214, 0.645328, -2.324141], [-0.853985, 0.531955, 0.164744], [2.076434, 0.195148, 1.421868]],
  "atomic_forces_ev_per_a": [[1.479, -0.918, 2.038], [-0.847, -0.663, -1.575], [0.996, 1.161, -2.980], [0.729, -0.085, 0.252], [0.948, 0.856, -0.964], [0.472, 0.332, 2.530], [0.199, 0.038, -0.363], [-0.621, 0.253, 1.064], [-0.670, 2.001, 0.971], [-0.385, 0.455, -0.250], [-1.968, -3.027, -0.644], [-0.332, -0.403, -0.078]],
  "nbo_charge": [-0.7890, -1.1091, 0.2171, 0.9860, 0.4101, -0.1897, 0.2175, 0.1813, 2.0815, 0.5823, -0.8086, 0.2205],
  "homo_energy_ev": [-15.21, -16.01],
  "e_above_lowest_kj_mol": 347.6,
  "homo_lumo_gap_ev": [5.557, 6.108],
  "total_charge": 2,
  "e_lumo_ev": [-9.65, -9.90]
}

[3]
{
  "formula": "C4H8N2O",
  "method": "wB97M-V/def2-TZVPD",
  "elements": ["C", "H", "H", "H", "H", "C", "H", "H", "C", "H", "H", "N", "O", "C", "N"],
  "coordinates": [[-1.146733, 0.253874, -0.073059], [0.455171, -2.136513, 1.194409], [-1.056715, 0.026398, -2.818826], [1.176108, 0.605161, 1.999330], [-0.261105, -0.147649, 2.308485], [-0.893907, 1.024040, -2.395255], [1.993848, -1.341123, 0.837823], [-1.878633, 1.481059, -2.259142], [-0.214407, 0.876682, -1.059608], [1.596949, -1.794990, 2.512253], [-0.274679, 1.621067, -3.065474], [-2.125939, -0.166636, 0.389062], [0.913751, 1.216470, -0.819225], [1.182166, -1.407542, 1.569496], [0.534127, -0.110298, 1.679733]],
  "atomic_forces_ev_per_a": [[-0.989, -0.378, 0.371], [0.116, 0.090, 0.061], [0.012, 0.127, 0.057], [-0.046, -0.072, 0.008], [0.173, 0.029, 0.006], [0.026, 0.061, -0.100], [-0.098, -0.024, 0.111], [0.129, -0.056, -0.037], [0.381, 0.179, -0.100], [-0.050, 0.038, -0.161], [-0.055, -0.091, 0.087], [0.854, 0.386, -0.480], [-0.591, -0.179, -0.102], [0.103, -0.209, -0.038], [0.034, 0.098, 0.318]],
  "nbo_charge": [0.1986, 0.1942, 0.2467, 0.3659, 0.3649, -0.6993, 0.1949, 0.2442, 0.5067, 0.1721, 0.2397, -0.3253, -0.4674, -0.4131, -0.8228],
  "smiles": "CC(=O)C#N.CN",
  "homo_energy_ev": -9.17,
  "e_above_lowest_kj_mol": 218.7,
  "homo_lumo_gap_ev": 9.356,
  "total_charge": 0,
  "e_lumo_ev": 0.18
}

[4]
{
  "formula": "C3H7NO",
  "method": "wB97M-V/def2-TZVPD",
  "elements": ["H", "H", "C", "C", "O", "H", "H", "C", "H", "H", "H", "N"],
  "coordinates": [[-1.634612, -0.195609, -1.265643], [1.798887, -0.901042, -1.115329], [-1.269112, 0.080865, -0.283162], [-0.327619, -0.841445, 0.453069], [0.631556, 1.458362, 0.667116], [2.120340, 0.789737, -1.206510], [-0.437675, -0.861977, 1.530969], [0.435113, 0.294318, -0.056867], [-0.114716, -1.800241, -0.006535], [-2.122238, 0.395801, 0.355893], [-0.280972, 1.770335, 0.662991], [1.536627, 0.039725, -0.870161]],
  "atomic_forces_ev_per_a": [[0.306, -0.264, 0.008], [-0.166, 0.228, 0.173], [0.353, -0.275, -0.418], [0.244, -0.424, 0.292], [-0.310, -0.029, 0.443], [-0.412, -0.044, -0.007], [-0.081, -0.186, 0.019], [-0.841, -0.285, -0.340], [0.089, -0.145, 0.169], [0.957, 0.655, -0.393], [0.330, 0.682, 0.411], [-0.469, 0.087, -0.359]],
  "nbo_charge": [0.2112, 0.3884, -0.5963, -0.4736, -0.7036, 0.3973, 0.2219, 0.4840, 0.2062, 0.2144, 0.4886, -0.8386],
  "smiles": "NC1(O)CC1",
  "homo_energy_ev": -8.04,
  "e_above_lowest_kj_mol": 272.4,
  "homo_lumo_gap_ev": 9.146,
  "total_charge": 0,
  "e_lumo_ev": 1.10
}

[5]
{
  "formula": "C29H28N8NaOSe2Te2",
  "method": "wB97M-V/def2-TZVPD",
  "elements": ["H", "H", "C", "N", "C", "N", "C", "C", "C", "H", "H", "H", "Se", "H", "Se", "C", "H", "C", "H", "H", "C", "N", "Te", "H", "Na", "C", "C", "N", "H", "H", "H", "C", "H", "C", "C", "C", "C", "H", "H", "H", "C", "C", "N", "H", "Te", "N", "C", "C", "C", "C", "H", "C", "H", "H", "H", "C", "C", "O", "C", "H", "C", "H", "H", "H", "C", "H", "C", "N", "C", "H", "N"],
  "coordinates": [[8.812779, -1.345221, -0.525850], [-0.092639, -4.827393, 0.730625], [5.164089, -0.246354, 0.061202], [-0.330756, 1.934163, -0.219984], [6.236424, 0.474791, 0.625414], [-0.695036, -4.147508, 0.310306], [-3.106378, -3.049456, -1.236799], [5.419269, -1.343973, -0.756121], [-1.139109, -4.629033, -0.917028], [-5.275424, 3.065930, -1.456333], [-5.019807, -0.654236, -2.655519], [3.576219, 2.617955, 2.742572], [3.040273, 4.643974, -1.022893], [-4.829434, -1.888962, 1.426295], [0.776224, -0.399614, -2.856203], [4.289697, 1.379923, 1.145890], [-5.477630, 0.798151, 0.176158], [-0.338934, -1.649339, 2.975103], [-6.640469, 0.229892, -1.039727], [-3.196307, -3.648644, 0.832511], [-3.604019, 1.837427, -1.982801], [-2.078020, -3.929921, -1.638405], [0.868979, 2.065636, -3.400821], [4.588760, -1.861879, -1.214981], [1.758016, 0.654811, -0.586826], [-4.626880, -1.298242, -1.880538], [3.343982, 2.397824, 1.689694], [1.980362, 1.978057, 1.452282], [6.106647, 2.308707, 1.709670], [-4.119518, 4.178942, 0.454705], [-3.216284, -2.220792, -3.217166], [-5.068619, -1.162396, -0.571404], [-0.057851, -3.773351, 2.805709], [6.741606, -1.712252, -0.943953], [-4.252735, 2.802175, -1.220085], [-2.305487, 3.050348, 0.083847], [-4.512871, -1.992082, 0.394490], [0.814101, 3.422373, 2.508666], [-6.693753, -0.448540, 0.600664], [-0.833242, 0.445968, 2.765835], [-0.314691, -2.852166, 2.285474], [-3.577999, -2.970845, 0.071645], [5.639352, 1.503883, 1.320878], [-1.445906, 4.284785, 1.592711], [3.352108, 2.647661, -2.515606], [-1.365851, 3.465374, 1.013374], [-0.730794, -0.516382, 2.279703], [-0.202286, 2.792822, 0.739204], [-3.635786, -2.199576, -2.213834], [1.055226, 3.083524, 1.487834], [3.504784, 3.314003, 1.106723], [-3.625548, 3.424980, -0.149788], [-2.203048, -4.356599, -2.538545], [1.542057, 3.927802, 0.973024], [8.385070, 0.649646, 0.913107], [-0.655821, -2.892862, 0.933524], [-1.635750, 2.064261, -0.673905], [-0.654515, -5.662563, -1.349208], [-6.038583, -0.075913, -0.189796], [-4.140000, 1.405130, -2.812078], [-2.302791, 1.447226, -1.723542], [-1.101327, -1.577505, -0.752702], [1.691215, 1.245810, 2.093939], [-0.087739, -1.609199, 4.025371], [7.565438, 0.101425, 0.449031], [-1.790406, 0.695891, -2.304909], [-0.950616, -1.663575, 0.319002], [-1.018362, -0.529795, 0.984827], [7.795295, -1.012731, -0.342300], [6.977645, -2.549007, -1.592282], [3.963394, 0.356644, 0.420954]],
  "atomic_forces_ev_per_a": [[-0.096, 0.075, 0.061], [0.195, -0.288, 0.064], [0.401, 0.291, 0.109], [0.181, 0.084, 0.003], [-0.008, -0.352, -0.237], [-0.171, 0.071, -0.223], [-0.055, 0.249, 0.003], [-0.060, 0.115, 0.221], [0.248, 0.368, 0.009], [-0.040, 0.033, -0.031], [-0.076, 0.023, 0.026], [0.006, -0.068, 0.040], [0.101, 0.134, -0.109], [-0.026, -0.027, 0.008], [-0.161, -0.236, -0.375], [0.087, 0.355, 0.179], [-0.278, -0.206, -0.079], [-0.067, -0.022, -0.253], [-0.087, 0.085, -0.078], [-0.089, 0.194, -0.143], [0.135, -0.016, -0.116], [0.033, -0.266, 0.323], [-0.104, -0.159, -0.461], [0.048, -0.093, -0.108], [-0.023, 0.135, 0.059], [0.066, -0.081, -0.146], [0.147, -0.267, -0.045], [-0.096, -0.077, 0.218], [-0.140, -0.140, -0.052], [-0.005, -0.061, -0.084], [-0.108, -0.032, 0.118], [0.120, 0.192, 0.071], [-0.020, 0.091, -0.091], [-0.080, -0.072, -0.117], [-0.161, 0.330, 0.376], [0.185, -0.301, -0.106], [-0.079, -0.305, -0.034], [-0.071, -0.057, 0.020], [-0.067, 0.217, -0.002], [0.057, 0.089, 0.151], [-0.066, -0.211, -0.043], [-0.051, 0.017, -0.155], [0.170, 0.200, 0.174], [0.076, -0.115, -0.029], [0.289, 0.278, 0.028], [-0.274, 0.399, 0.107], [-0.066, -0.047, 0.122], [-0.087, -0.146, 0.115], [0.270, -0.284, 0.191], [-0.240, 0.523, 0.068], [0.007, 0.058, -0.062], [0.289, -0.046, -0.045], [0.061, -0.013, -0.219], [-0.073, -0.133, -0.025], [-0.187, -0.098, -0.142], [-0.100, 0.492, 0.273], [-0.385, 0.530, 0.275], [-0.204, 0.044, 0.057], [0.328, -0.182, 0.305], [0.002, -0.106, -0.135], [0.107, -0.087, 0.096], [-0.026, -0.130, 0.038], [0.088, 0.007, -0.057], [0.021, 0.026, 0.034], [0.012, 0.063, 0.112], [0.044, -0.140, -0.123], [0.170, -0.514, -0.407], [0.015, 0.081, 0.277], [0.053, 0.041, -0.062], [-0.054, 0.022, 0.076], [-0.031, -0.533, -0.012]],
  "mulliken_charge": [0.3554, 0.2312, 0.1140, 0.6112, 0.7266, -0.0251, -0.1836, -0.6353, 0.2010, 0.4370, 0.3441, 0.2738, -0.6474, 0.3978, -0.6505, 0.0145, 0.1743, -0.8128, 0.3717, 0.4983, -0.9448, 0.0238, -0.1443, 0.4708, 0.8546, -0.4186, -0.7383, 0.2687, 0.2546, 0.3980, 0.3951, 0.7439, 0.3831, -0.5892, -0.5126, 0.5739, -0.7612, 0.1740, 0.4803, 0.5285, -0.4127, -0.0593, -0.0467, 0.2618, -0.1341, -0.1410, -0.7020, -0.1788, -0.3209, -0.8040, 0.2114, -1.0185, 0.2735, 0.1525, 0.3509, 0.0667, 0.4041, -0.7282, -1.6258, 0.4332, -0.1880, 0.6257, 0.1074, 0.4451, -1.0692, 0.1360, -0.3604, 0.2077, -0.3066, 0.3676, -0.1842],
  "homo_energy_ev": -2.92,
  "e_above_lowest_kj_mol": 0.0,
  "homo_lumo_gap_ev": 4.583,
  "total_charge": -1,
  "e_lumo_ev": 1.66
}

[6]
{
  "formula": "C4H6N2S",
  "method": "wB97M-V/def2-TZVPD",
  "elements": ["H", "S", "H", "H", "H", "H", "N", "C", "C", "C", "H", "C", "N"],
  "coordinates": [[-1.014391, 1.691676, -0.923713], [0.307284, -2.028815, -2.205531], [-1.463580, 2.569583, 1.289703], [-0.281944, 1.365094, 2.177549], [1.990063, -1.113370, -0.160014], [-0.698048, 0.110664, -2.262043], [0.111285, -1.026092, 0.742234], [-0.813066, 1.706915, 1.253335], [-0.651958, 1.153805, 0.046715], [-0.248668, -0.604931, -1.583944], [1.665274, -2.224118, 1.285661], [1.308624, -1.463894, 0.645207], [-0.210874, -0.136516, -0.305159]],
  "atomic_forces_ev_per_a": [[0.390, -0.973, 2.043], [-0.355, 0.513, 0.360], [0.473, 0.286, 0.127], [-1.002, 0.021, -0.980], [-0.420, -0.203, 0.661], [-0.112, 0.188, 0.056], [0.907, -0.119, 0.255], [0.984, -0.628, 0.219], [-1.508, 0.581, -1.990], [0.420, -0.162, -0.041], [0.073, -0.615, 0.897], [-0.508, 1.216, -1.637], [0.659, -0.105, 0.030]],
  "nbo_charge": [0.2028, -0.1193, 0.2194, 0.2253, 0.1832, 0.2011, -0.2459, -0.4539, -0.0028, -0.0794, 0.1929, -0.0199, -0.3034],
  "smiles": "C=CN(C=S)N=C",
  "homo_energy_ev": -8.42,
  "e_above_lowest_kj_mol": 299.2,
  "homo_lumo_gap_ev": 8.639,
  "total_charge": 0,
  "e_lumo_ev": 0.22
}